DFT (ωB97M-V/def2-TZVPD) results for C22H20N2O3PPt as an isolated structure in a non-equilibrium geometry.

Summary:
Kohn-Sham gap (spin up / spin down)   6.248 / 6.247 eV
ΔE to the lowest compared entry with this formula, charge and spin   0.0 kJ/mol
Spin multiplicity   1
Largest force on an atom   2.99 eV/Å
E_HOMO (spin up / spin down)   -3.795 / -3.794 eV
LUMO level (spin up / spin down)   2.453 / 2.453 eV
Net charge   -1

Each line ends with the Löwdin charge.
Element x y z (Å)
Pt (-0.11, 0.57, 0.07)  1.14
N (0.14, 0.53, -1.99)  -0.10
C (1.50, -0.01, -2.30)  -0.14
C (2.47, 0.06, -1.11)  -0.58
O (3.68, 0.15, -1.31)  -0.01
N (1.82, -0.05, 0.05)  -0.15
C (2.48, 0.09, 1.33)  -0.14
C (1.50, 0.62, 2.39)  -0.63
O (1.91, 0.85, 3.51)  0.02
O (0.24, 0.79, 2.04)  -0.22
H (-0.60, 0.02, -2.48)  0.06
H (0.08, 1.51, -2.25)  0.10
H (1.95, 0.52, -3.14)  0.12
H (1.42, -1.05, -2.56)  0.08
H (3.33, 0.77, 1.27)  0.12
H (2.86, -0.87, 1.69)  0.12
C (-6.05, -3.72, 0.35)  -0.12
C (-5.28, -4.04, -0.77)  -0.11
C (-4.10, -3.35, -1.01)  -0.10
C (-3.65, -2.33, -0.15)  -0.40
C (-4.44, -2.04, 0.96)  -0.12
C (-5.62, -2.73, 1.21)  -0.10
P (-2.14, -1.35, -0.56)  1.04
C (-0.93, -2.72, -0.66)  -0.40
C (-0.04, -2.82, -1.72)  -0.14
C (0.97, -3.77, -1.70)  -0.09
C (1.09, -4.64, -0.62)  -0.10
C (0.20, -4.54, 0.44)  -0.08
C (-0.81, -3.58, 0.42)  -0.09
C (-2.89, 0.35, -0.35)  -0.43
C (-4.23, 0.65, -0.56)  -0.12
C (-4.66, 1.95, -0.33)  -0.12
C (-3.76, 2.92, 0.09)  -0.13
C (-2.42, 2.61, 0.27)  -0.13
C (-1.96, 1.31, 0.03)  -0.39
H (-6.97, -4.26, 0.54)  0.09
H (-5.61, -4.81, -1.46)  0.09
H (-3.49, -3.60, -1.88)  0.10
H (-4.11, -1.26, 1.64)  0.11
H (-6.21, -2.49, 2.09)  0.10
H (-0.15, -2.16, -2.57)  0.08
H (1.67, -3.84, -2.53)  0.10
H (1.88, -5.38, -0.60)  0.10
H (0.29, -5.20, 1.29)  0.10
H (-1.50, -3.50, 1.25)  0.11
H (-4.94, -0.12, -0.85)  0.10
H (-5.71, 2.20, -0.47)  0.09
H (-4.11, 3.93, 0.28)  0.09
H (-1.73, 3.38, 0.59)  0.09

DFT (ωB97M-V/def2-TZVPD) results for a 12-piece molecular cluster, C48H96O36 overall in a non-equilibrium geometry.

Summary:
Kohn-Sham gap   10.929 eV
ΔE to the lowest compared entry with this formula, charge and spin   433.3 kJ/mol
Spin multiplicity   1
Largest force on an atom   3.35 eV/Å
E_HOMO   -10.487 eV
LUMO level   0.442 eV
SMILES   CCOC(=O)OC.CCOC(=O)OC.CCOC(=O)OC.CCOC(=O)OC.CCOC(=O)OC.CCOC(=O)OC.CCOC(=O)OC.CCOC(=O)OC.CCOC(=O)OC.CCOC(=O)OC.CCOC(=O)OC.CCOC(=O)OC

Each line ends with the Löwdin charge.
Element x y z (Å)
C (1.67, 3.87, 4.21)  -0.05
C (2.20, 5.18, 4.82)  -0.19
O (3.19, 5.73, 3.96)  0.04
C (2.83, 6.30, 2.85)  -0.62
O (1.75, 6.30, 2.33)  0.13
O (3.96, 6.77, 2.27)  -0.02
C (3.95, 7.26, 0.93)  -0.03
H (2.47, 3.15, 4.41)  0.07
H (1.58, 3.91, 3.12)  0.07
H (0.74, 3.47, 4.60)  0.07
H (2.58, 4.92, 5.80)  0.12
H (1.39, 5.90, 4.94)  0.13
H (4.95, 7.21, 0.53)  0.08
H (3.44, 8.22, 0.86)  0.10
H (3.38, 6.53, 0.34)  0.08
C (0.92, 7.41, -5.00)  -0.05
C (0.95, 5.92, -5.35)  -0.22
O (2.08, 5.26, -4.85)  0.03
C (2.15, 4.92, -3.56)  -0.61
O (1.34, 5.13, -2.71)  0.14
O (3.27, 4.22, -3.41)  0.02
C (3.69, 3.93, -2.09)  -0.05
H (1.70, 7.67, -4.29)  0.08
H (-0.01, 7.70, -4.50)  0.08
H (0.84, 8.03, -5.89)  0.07
H (0.84, 5.73, -6.42)  0.12
H (0.08, 5.37, -4.95)  0.12
H (4.72, 4.31, -2.07)  0.10
H (3.69, 2.87, -1.86)  0.09
H (3.23, 4.50, -1.28)  0.08
C (-6.12, -1.86, -2.13)  -0.06
C (-6.63, -0.43, -1.92)  -0.22
O (-6.20, 0.12, -0.68)  0.04
C (-6.28, 1.45, -0.55)  -0.60
O (-6.59, 2.26, -1.38)  0.13
O (-6.08, 1.71, 0.73)  0.00
C (-5.85, 3.09, 1.13)  -0.02
H (-6.83, -2.40, -2.75)  0.07
H (-5.94, -2.45, -1.23)  0.08
H (-5.20, -1.70, -2.68)  0.07
H (-7.69, -0.36, -2.17)  0.13
H (-6.14, 0.12, -2.74)  0.12
H (-5.21, 3.54, 0.37)  0.09
H (-5.44, 3.02, 2.12)  0.09
H (-6.76, 3.67, 0.98)  0.10
C (1.14, 0.86, 1.75)  -0.05
C (1.62, 1.30, 0.38)  -0.19
O (1.46, 0.34, -0.66)  0.03
C (0.24, -0.09, -0.97)  -0.61
O (-0.75, 0.50, -0.64)  0.14
O (0.37, -1.24, -1.61)  0.05
C (-0.81, -1.89, -2.01)  -0.07
H (1.63, 1.38, 2.57)  0.07
H (1.41, -0.20, 1.85)  0.08
H (0.09, 1.06, 1.95)  0.06
H (2.68, 1.56, 0.38)  0.11
H (1.05, 2.19, 0.09)  0.13
H (-1.71, -1.37, -2.35)  0.10
H (-1.09, -2.77, -1.44)  0.09
H (-0.58, -2.41, -2.95)  0.07
C (1.37, -3.40, 1.75)  -0.05
C (1.68, -4.89, 1.82)  -0.23
O (2.16, -5.33, 3.05)  0.05
C (3.42, -5.20, 3.42)  -0.59
O (4.38, -4.86, 2.79)  0.14
O (3.46, -5.52, 4.73)  -0.01
C (4.68, -5.40, 5.43)  -0.05
H (0.82, -3.02, 2.61)  0.07
H (0.69, -3.20, 0.92)  0.07
H (2.27, -2.81, 1.56)  0.08
H (2.26, -5.19, 0.94)  0.13
H (0.79, -5.49, 1.60)  0.12
H (5.53, -5.76, 4.86)  0.10
H (4.71, -5.85, 6.43)  0.09
H (4.73, -4.34, 5.68)  0.09
C (-5.13, -2.74, -6.65)  -0.03
C (-3.99, -3.19, -5.73)  -0.23
O (-2.76, -2.89, -6.38)  0.05
C (-1.92, -2.00, -5.88)  -0.61
O (-2.11, -1.26, -4.96)  0.13
O (-0.85, -2.01, -6.67)  0.00
C (0.29, -1.29, -6.22)  -0.03
H (-5.05, -3.39, -7.52)  0.08
H (-5.03, -1.72, -7.00)  0.08
H (-6.08, -3.04, -6.21)  0.07
H (-4.04, -4.27, -5.57)  0.05
H (-4.04, -2.75, -4.73)  0.10
H (0.17, -0.89, -5.22)  0.09
H (0.44, -0.42, -6.86)  0.10
H (1.19, -1.90, -6.30)  0.10
C (0.96, -6.33, -3.48)  -0.04
C (-0.32, -5.57, -3.90)  -0.20
O (0.00, -4.90, -5.13)  0.02
C (-0.56, -5.33, -6.26)  -0.62
O (-1.44, -6.14, -6.34)  0.12
O (0.05, -4.73, -7.26)  0.01
C (-0.54, -4.86, -8.55)  -0.03
H (1.85, -5.74, -3.71)  0.08
H (0.96, -7.25, -4.07)  0.08
H (0.86, -6.51, -2.41)  0.07
H (-0.45, -4.74, -3.21)  0.10
H (-1.15, -6.27, -3.96)  0.11
H (-0.90, -3.87, -8.85)  0.09
H (-1.42, -5.51, -8.56)  0.10
H (0.22, -5.06, -9.29)  0.09
C (-2.81, -2.06, 1.03)  -0.05
C (-2.19, -1.11, 2.05)  -0.19
O (-2.46, -1.66, 3.35)  0.05
C (-1.99, -0.98, 4.37)  -0.62
O (-1.39, 0.05, 4.36)  0.14
O (-2.38, -1.66, 5.47)  -0.03
C (-2.52, -1.05, 6.74)  -0.03
H (-3.90, -2.03, 1.08)  0.08
H (-2.50, -3.09, 1.18)  0.08
H (-2.61, -1.72, 0.01)  0.05
H (-2.68, -0.13, 1.94)  0.13
H (-1.12, -0.94, 1.95)  0.10
H (-3.30, -0.30, 6.60)  0.10
H (-1.63, -0.51, 7.05)  0.07
H (-2.84, -1.81, 7.45)  0.10
C (0.95, -1.52, 6.20)  -0.05
C (2.02, -1.16, 5.21)  -0.19
O (2.97, -0.32, 5.86)  0.03
C (4.21, -0.18, 5.43)  -0.63
O (4.59, -0.45, 4.30)  0.11
O (4.98, 0.21, 6.39)  0.02
C (6.38, 0.41, 6.18)  -0.02
H (1.18, -2.28, 6.94)  0.09
H (0.12, -1.92, 5.62)  0.07
H (0.46, -0.69, 6.72)  0.07
H (1.67, -0.66, 4.29)  0.11
H (2.57, -2.01, 4.79)  0.12
H (6.85, -0.44, 5.69)  0.10
H (6.89, 0.68, 7.10)  0.09
H (6.47, 1.24, 5.48)  0.10
C (9.29, 6.86, 2.25)  -0.06
C (9.54, 5.68, 1.32)  -0.21
O (8.64, 4.63, 1.67)  0.05
C (7.39, 4.69, 1.28)  -0.61
O (6.97, 5.43, 0.42)  0.11
O (6.73, 3.65, 1.81)  0.03
C (5.38, 3.55, 1.36)  -0.04
H (10.00, 7.65, 1.98)  0.08
H (9.59, 6.52, 3.24)  0.08
H (8.26, 7.18, 2.20)  0.08
H (10.58, 5.41, 1.52)  0.12
H (9.51, 5.93, 0.26)  0.12
H (4.93, 4.46, 0.97)  0.08
H (4.79, 3.25, 2.24)  0.09
H (5.18, 2.63, 0.80)  0.09
C (-3.92, -4.94, -3.67)  -0.07
C (-5.44, -5.05, -3.63)  -0.18
O (-5.74, -6.41, -3.96)  0.04
C (-5.88, -6.78, -5.23)  -0.60
O (-5.89, -5.97, -6.12)  0.12
O (-6.07, -8.09, -5.29)  0.03
C (-5.92, -8.66, -6.59)  -0.03
H (-3.65, -4.98, -4.73)  0.04
H (-3.47, -5.76, -3.12)  0.09
H (-3.66, -3.95, -3.27)  0.08
H (-5.97, -4.33, -4.25)  0.11
H (-5.67, -4.92, -2.57)  0.12
H (-5.60, -7.92, -7.32)  0.09
H (-6.88, -9.08, -6.92)  0.09
H (-5.29, -9.55, -6.52)  0.09
C (-2.75, 4.04, 1.98)  -0.05
C (-1.93, 3.20, 2.97)  -0.19
O (-1.68, 3.80, 4.24)  0.04
C (-2.50, 3.60, 5.23)  -0.63
O (-3.54, 2.97, 5.18)  0.11
O (-2.07, 4.23, 6.30)  0.00
C (-2.95, 4.38, 7.43)  -0.01
H (-2.28, 4.94, 1.59)  0.08
H (-3.69, 4.19, 2.50)  0.06
H (-3.01, 3.44, 1.11)  0.07
H (-0.95, 3.05, 2.52)  0.11
H (-2.49, 2.27, 3.08)  0.11
H (-3.93, 4.70, 7.09)  0.10
H (-2.42, 4.97, 8.16)  0.09
H (-3.06, 3.34, 7.77)  0.09